The following is a quantum chemistry calculation of C45H58ClN3O7SSiV as an isolated structure, from OMol25.

```
117
Properties=species:S:1:pos:R:3:lowdin_spin:R:1
V 0.278 0.273 1.129 1.879
Cl -2.127 4.859 6.346 0.002
S -2.796 -1.734 -0.571 0.002
Si -0.750 1.500 -2.798 0.002
O 1.283 -3.486 2.341 0.042
O 3.838 2.135 -1.192 0.006
O 0.419 1.100 2.683 0.033
O -1.735 1.265 1.171 0.022
O -1.038 0.474 -1.500 0.050
O 0.068 0.331 -0.586 0.000
O -2.020 -1.580 0.686 0.015
N 0.288 -1.461 2.190 0.086
N 2.047 -0.458 0.617 0.225
N 2.633 2.326 0.699 0.025
C 1.192 6.873 0.245 0.000
C 2.169 -1.814 0.822 0.156
C 3.115 -2.604 0.169 0.002
C 1.630 4.778 1.994 0.000
C -3.191 0.291 -3.722 0.001
C -2.883 -0.046 5.082 0.000
C -1.021 4.338 -3.362 0.000
C -1.096 -1.478 4.308 0.001
C -0.556 -1.467 5.587 0.000
C -4.820 -0.285 0.796 0.000
C 3.230 3.652 0.475 0.002
C -1.165 3.291 -2.252 0.000
C -3.927 -4.054 -1.579 0.000
C 3.809 3.544 -0.944 0.000
C -2.268 -0.766 4.071 0.000
C -4.136 -0.484 -0.543 0.000
C 0.546 6.853 1.469 0.000
C 2.277 4.788 0.762 0.001
C -1.796 0.711 -4.198 0.001
C 0.400 -3.420 3.466 0.002
C 3.068 1.566 -0.224 0.014
C 0.768 5.801 2.349 0.000
C -1.401 3.724 5.246 0.009
C 1.071 1.396 -3.281 0.002
C -2.592 3.358 -1.687 0.000
C 3.928 -2.023 -0.773 0.122
C -1.063 -0.556 -4.664 0.000
C -3.866 -3.227 -0.298 0.001
C -0.535 -2.253 3.142 0.010
C -1.956 1.656 -5.395 0.000
C -2.570 -4.666 -1.925 0.000
C 1.226 -2.267 1.768 0.122
C -2.334 -0.037 6.357 0.000
C -1.175 -0.754 6.605 0.000
C -0.192 3.658 -1.122 0.001
C -2.097 2.115 1.992 0.012
C -5.789 0.895 0.735 0.000
C 3.846 -0.631 -0.965 0.042
C -0.180 3.123 5.598 0.002
C 2.946 0.110 -0.234 0.068
C -1.419 2.497 3.183 0.012
C -2.005 3.427 4.060 0.002
C 0.419 2.234 4.747 0.004
C 2.061 5.848 -0.107 0.000
C -0.160 1.900 3.500 0.008
H -2.684 -0.796 3.071 0.000
H 0.828 3.748 -1.498 0.000
H -2.685 2.669 -0.847 0.000
H 1.375 0.350 -3.342 0.001
H 4.640 -2.614 -1.332 0.008
H -6.563 0.717 -0.014 0.000
H 4.501 -0.126 -1.659 0.000
H -2.247 -5.337 -1.128 0.000
H -0.469 4.622 -0.680 0.000
H 1.691 1.861 -2.517 0.001
H -4.263 -3.411 -2.400 0.000
H -3.053 2.634 1.804 0.000
H -4.055 -0.088 1.547 0.000
H 1.363 1.772 5.010 0.000
H -3.793 0.504 4.878 0.000
H -0.872 -1.223 -3.820 0.000
H -3.774 1.149 -3.380 0.000
H -0.752 -0.768 7.602 0.000
H -2.807 4.371 -1.329 0.000
H 0.286 3.391 6.536 0.000
H -3.108 -0.424 -2.904 0.000
H 1.814 3.956 2.672 0.000
H 4.820 3.935 -1.038 0.000
H -3.384 -3.780 0.508 0.000
H -4.667 -4.850 -1.466 0.000
H 1.019 7.692 -0.442 0.000
H -3.741 -0.182 -4.542 0.000
H -0.995 2.055 -5.730 0.000
H 4.050 3.737 1.201 0.001
H -6.278 1.047 1.697 0.000
H -5.364 -1.182 1.099 0.000
H 2.568 5.896 -1.063 0.000
H 1.006 -3.239 4.358 0.001
H 0.346 -2.021 5.817 0.000
H -4.835 -0.780 -1.330 0.000
H -1.390 -2.622 2.569 0.002
H -1.815 -3.888 -2.042 0.000
H -1.172 5.339 -2.945 0.000
H -2.809 0.523 7.153 0.000
H -1.674 -1.093 -5.396 0.000
H -2.608 2.498 -5.152 0.000
H -1.757 4.187 -4.153 0.000
H 3.163 -3.659 0.403 -0.003
H -2.408 1.119 -6.235 0.000
H -0.110 -4.375 3.559 0.001
H 3.165 4.009 -1.696 0.000
H -2.943 3.896 3.785 0.000
H -3.338 3.099 -2.442 0.000
H -0.119 7.662 1.745 0.000
H -2.625 -5.237 -2.852 0.000
H -0.110 -0.312 -5.136 0.000
H 0.272 5.776 3.311 0.000
H -5.261 1.812 0.466 0.000
H -0.193 2.907 -0.334 0.001
H -0.025 4.308 -3.811 0.000
H -3.626 0.433 -0.840 0.000
H -4.858 -2.914 0.024 0.000
H 1.295 1.875 -4.237 0.000
```

## Properties
Gap between HOMO and LUMO (alpha / beta) in Ha: 0.1950 / 0.2984
Spin multiplicity: 4
M in g/mol: 899.52
Total energy in eV: -123332.88400



The following is a quantum chemistry calculation of C17H18N4O3PdS6 as an isolated structure, from OMol25.

```
49
Properties=species:S:1:pos:R:3:nbo_charge:R:1
Pd -0.228 0.667 0.661 0.948
S -2.997 0.145 0.462 2.287
S 1.805 0.487 -0.770 0.341
S 3.598 -1.689 -1.562 0.497
S 2.176 -3.714 -0.007 0.503
S 0.319 -1.799 1.208 0.248
S 4.480 -4.503 -1.673 0.098
O 0.910 1.755 1.710 -0.749
O -2.450 -0.405 1.695 -0.979
O -3.441 1.512 0.467 -0.941
N -3.021 0.612 -2.396 -0.495
N -0.672 0.982 -2.326 -0.510
N -7.612 -3.228 -1.064 -0.790
N -1.730 -0.073 -0.569 -0.928
C -6.519 -2.444 -0.746 0.199
C 2.388 2.078 3.531 -0.615
C -0.739 1.530 -3.534 0.097
C 3.479 -3.366 -1.108 -0.582
C -5.488 -0.270 -0.564 -0.134
C -1.824 0.539 -1.798 0.546
C -3.057 1.179 -3.589 0.108
C -1.925 1.667 -4.228 -0.352
C -5.371 -3.020 -0.193 -0.285
C 0.579 0.355 3.681 -0.639
C -0.020 2.784 3.646 -0.621
C -4.358 -0.856 -0.011 -0.326
C -6.563 -1.056 -0.923 -0.286
C -4.301 -2.228 0.172 -0.152
C 0.959 1.729 3.132 0.228
C 1.536 -2.109 0.190 -0.429
C 2.242 -1.063 -0.667 -0.461
H 2.679 3.030 3.086 0.214
H -1.972 2.125 -5.204 0.227
H -8.271 -2.836 -1.715 0.382
H -5.329 -4.091 -0.041 0.211
H -7.437 -4.208 -1.206 0.382
H -3.418 -2.675 0.610 0.231
H 3.079 1.311 3.180 0.205
H 0.230 3.758 3.226 0.213
H 0.198 1.880 -3.954 0.196
H -7.450 -0.598 -1.344 0.211
H 2.484 2.161 4.615 0.203
H -4.033 1.242 -4.060 0.194
H 0.008 2.859 4.735 0.202
H -0.449 0.085 3.423 0.225
H -5.509 0.801 -0.707 0.245
H 0.663 0.358 4.770 0.218
H 1.256 -0.410 3.295 0.201
H -1.038 2.529 3.343 0.215
```

## Properties
Gap between HOMO and LUMO in Ha: 0.2097
M in g/mol: 625.18
Total energy in eV: -98513.19219
Energy above the lowest of the compared OMol25 structures with the same formula, charge and spin in eV: 0.560



The following is a quantum chemistry calculation of one molecule with the formula C6H5N5S, from OMol25.

```
17
Properties=species:S:1:pos:R:3:nbo_charge:R:1
S 1.418 -2.505 -0.012 0.431
N -2.295 -0.827 -0.050 -0.232
N 1.212 0.069 0.010 -0.369
N 3.208 0.948 -0.019 -0.249
N 3.369 -0.443 -0.025 -0.296
N -1.379 0.140 -0.041 -0.160
C 1.948 1.240 -0.036 0.122
C -0.150 -1.742 0.012 -0.317
C -1.763 1.499 0.006 -0.402
C -0.096 -0.370 0.015 0.274
C 2.134 -0.931 0.008 0.157
C -1.577 -1.984 -0.004 -0.051
H -2.768 1.659 -0.388 0.245
H -1.666 1.902 1.042 0.206
H -2.171 -2.901 0.025 0.224
H 1.541 2.236 0.020 0.214
H -0.963 2.010 -0.565 0.202
```

## Properties
Gap between HOMO and LUMO in Ha: 0.3416
Structure (SMILES): Cn1ncc2sc3nncn3c21
M in g/mol: 179.21
Total energy in eV: -24586.79165
Energy above the lowest of the compared OMol25 structures with the same formula, charge and spin in eV: 0.733



The following is a quantum chemistry calculation of C34H31N5O2PdSSb as an isolated structure, from OMol25.

```
75
Properties=species:S:1:pos:R:3:lowdin_charge:R:1
Sb -4.165 0.161 0.237 1.538
Pd -0.767 0.615 -0.611 1.005
S 1.325 -1.047 -1.061 0.632
O 1.516 -2.460 -1.084 -0.249
O 0.357 -0.467 -2.042 -0.408
N -2.214 1.494 -1.771 -0.049
N 0.698 -0.443 0.262 -0.247
N -0.958 -1.527 2.195 0.137
N -2.499 -1.745 -1.382 0.066
N -1.464 1.449 1.075 -0.058
C -2.664 1.052 1.535 -0.428
C 2.883 -0.297 -1.398 -0.301
C 5.253 -0.470 -1.629 -0.018
C -4.160 2.385 -3.508 -0.032
C -0.083 -1.933 4.825 -0.007
C -3.263 -4.086 -0.093 -0.050
C 4.028 -1.079 -1.418 -0.039
C -1.863 2.195 -2.863 -0.288
C -3.309 -1.720 -0.322 -0.483
C -0.976 2.461 3.159 -0.001
C 2.466 -0.291 1.925 -0.016
C 2.128 -1.018 4.193 -0.027
C -4.504 1.683 -2.362 -0.111
C 0.622 2.729 1.241 -0.019
C -3.746 -2.856 0.337 -0.153
C -2.074 -2.928 -1.830 -0.313
C 5.351 0.906 -1.821 -0.255
C -3.509 1.240 -1.508 -0.424
C 4.183 1.669 -1.798 -0.022
C -1.229 -2.958 -3.068 -0.033
C -2.831 2.647 -3.752 -0.004
C -1.347 -2.272 4.450 -0.041
C -0.411 2.469 -3.097 -0.030
C -2.420 -4.119 -1.184 -0.008
C 0.798 -1.375 3.869 -0.150
C 2.951 1.077 -1.588 -0.063
C -3.051 1.337 2.834 -0.120
C 2.943 -0.491 3.237 -0.055
C -0.635 2.183 1.843 -0.294
C -2.182 2.017 3.671 -0.028
C 6.684 1.551 -2.073 -0.039
C 0.311 -1.195 2.554 -0.161
C 1.189 -0.643 1.569 -0.253
C -1.732 -2.045 3.112 -0.135
H 6.637 2.630 -1.936 0.079
H 0.266 -2.088 5.839 0.122
H -4.456 -2.793 1.153 0.088
H -1.593 -3.724 -3.753 0.087
H -1.247 -1.989 -3.559 0.073
H 2.482 -1.175 5.204 0.118
H 7.012 1.357 -3.096 0.092
H -2.041 -5.059 -1.563 0.121
H -2.048 -2.710 5.147 0.108
H -3.562 -5.000 0.403 0.114
H -2.453 2.223 4.698 0.120
H 4.245 2.740 -1.950 0.118
H -5.541 1.479 -2.134 0.092
H -4.924 2.729 -4.193 0.121
H -0.280 3.145 -3.938 0.089
H 6.150 -1.077 -1.644 0.123
H 1.282 1.930 0.905 0.046
H -2.521 3.202 -4.626 0.122
H 2.047 1.675 -1.570 0.090
H -0.195 -3.198 -2.815 0.068
H 7.447 1.151 -1.406 0.085
H 1.150 3.339 1.970 0.091
H 0.377 3.349 0.376 0.084
H -2.737 -2.309 2.796 0.090
H 0.130 1.542 -3.295 0.070
H 3.961 -0.213 3.475 0.111
H -0.291 3.036 3.767 0.122
H 3.943 -2.147 -1.271 0.119
H -4.026 1.022 3.183 0.094
H 3.123 0.148 1.186 0.109
H 0.035 2.928 -2.211 0.069
```

## Properties
Gap between HOMO and LUMO in Ha: 0.2937
M in g/mol: 801.90
Total energy in eV: -68154.51389
Total charge: +1
Energy above the lowest of the compared OMol25 structures with the same formula, charge and spin in eV: 0.000



The following is a quantum chemistry calculation of C2H13FeO7 as an isolated structure, from OMol25.

```
23
Properties=species:S:1:pos:R:3:nbo_charge:R:1
Fe 11.137 6.940 9.126 1.585
O 9.060 6.712 9.866 -0.975
O 10.888 8.854 10.197 -0.965
O 13.041 5.867 8.427 -0.830
O 11.701 6.227 11.091 -0.983
O 13.090 8.031 8.622 -0.774
O 10.584 8.096 7.332 -0.967
O 10.591 5.218 7.964 -0.993
C 13.682 6.959 8.350 0.784
C 15.123 6.916 7.861 -0.726
H 11.636 5.436 11.642 0.517
H 9.803 8.660 7.258 0.497
H 10.745 9.747 9.856 0.516
H 9.910 4.622 7.627 0.512
H 11.449 4.854 7.666 0.538
H 8.313 7.311 9.997 0.511
H 10.569 8.871 11.111 0.503
H 11.030 8.160 6.477 0.518
H 8.868 5.944 10.421 0.506
H 15.246 7.799 7.223 0.233
H 15.272 6.078 7.186 0.235
H 12.358 6.791 11.528 0.515
H 15.845 6.989 8.666 0.245
```

## Properties
Gap between HOMO and LUMO (alpha / beta) in Ha: 0.3278 / 0.3260
Spin multiplicity: 5
M in g/mol: 204.96
Total energy in eV: -51000.90931
Total charge: +1
Energy above the lowest of the compared OMol25 structures with the same formula, charge and spin in eV: 0.000



The following is a quantum chemistry calculation of C28H28ClCoF4O12S2 as an isolated structure, from OMol25.

```
76
Properties=species:S:1:pos:R:3:lowdin_spin:R:1
Co -0.706 0.434 -0.399 2.837
Cl -2.152 0.839 -2.935 0.001
S -0.395 2.510 2.717 0.002
S -1.430 -3.269 0.138 0.001
F -2.651 0.254 0.390 0.015
F 0.692 -0.325 -1.685 0.015
F 0.891 -0.252 0.746 0.015
F 0.826 1.866 -0.527 0.015
O -2.351 -3.719 -0.920 0.000
O -1.629 2.986 3.683 0.001
O -0.005 4.110 2.387 0.000
O -1.672 1.768 -1.911 0.035
O 0.604 1.888 3.576 0.001
O -2.121 -3.670 1.616 0.000
O -0.780 1.693 1.532 0.011
O -0.171 -4.341 0.395 0.001
O -3.463 1.116 -3.370 0.004
O -1.284 0.992 -3.986 0.002
O -2.070 -0.446 -2.338 0.015
O -0.966 -1.870 0.108 0.008
C 0.704 -2.287 -3.049 0.000
C 2.528 -0.731 -3.166 0.001
C 3.295 3.651 -2.668 0.000
C -5.652 1.631 1.901 0.000
C 2.650 -2.735 -4.448 0.000
C 1.828 -2.290 1.753 0.001
C 4.170 4.149 -1.670 0.000
C -6.573 1.313 0.948 0.001
C 1.264 -1.106 -2.623 0.003
C 2.832 3.021 0.020 0.001
C 3.244 -1.633 -3.984 0.000
C -0.560 -5.501 1.065 0.000
C 2.908 -3.161 2.015 0.000
C -1.840 -5.067 1.933 0.000
C -4.329 1.277 1.761 0.001
C -4.973 0.030 -0.233 0.001
C -0.492 4.986 3.422 0.000
C -1.136 4.104 4.447 0.000
C 1.363 -3.073 -4.093 0.000
C 2.158 2.940 -2.282 0.000
C 1.921 -1.146 0.981 0.002
C 4.244 -1.734 0.608 0.000
C -6.262 0.423 -0.086 0.000
C 3.922 3.797 -0.322 0.000
C -3.964 0.506 0.651 0.002
C 4.135 -2.875 1.337 0.001
C 1.927 2.580 -0.931 0.003
C 3.146 -0.895 0.332 0.001
H -7.035 0.157 -0.791 0.000
H 0.837 -3.886 -4.572 0.000
H 2.530 2.814 1.036 0.000
H -5.987 2.210 2.749 0.000
H 2.752 -4.037 2.628 0.000
H 0.903 -2.630 2.193 0.000
H 5.176 -1.511 0.109 0.000
H -4.656 -0.613 -1.041 0.000
H -7.535 1.803 0.987 0.000
H 0.324 -5.927 1.540 0.000
H -1.152 5.676 2.897 0.000
H -2.694 -5.704 1.707 0.000
H -0.408 3.802 5.200 0.000
H -0.883 -6.176 0.273 0.000
H 4.225 -1.402 -4.372 0.000
H 2.954 0.218 -2.877 0.000
H 1.608 2.568 -3.134 0.000
H 5.005 -3.456 1.605 0.000
H -1.712 -5.030 3.015 0.000
H 3.312 -0.081 -0.359 0.000
H -3.595 1.525 2.514 0.000
H 5.025 4.766 -1.907 0.000
H 4.636 4.076 0.438 0.000
H 3.171 -3.342 -5.174 0.000
H 0.254 5.605 3.920 0.000
H -0.221 -2.632 -2.610 0.000
H 3.487 3.804 -3.720 0.000
H -1.948 4.665 4.910 0.000
```

## Properties
Gap between HOMO and LUMO (alpha / beta) in Ha: 0.3418 / 0.2976
Spin multiplicity: 4
M in g/mol: 791.03
Total energy in eV: -136731.23763
Total charge: +1



The following is a quantum chemistry calculation of an isolated ion of composition C5H8N and charge +1, from OMol25.

```
14
Properties=species:S:1:pos:R:3:nbo_charge:R:1
N 0.642 0.439 -0.466 -0.399
C 0.159 1.629 -0.505 0.437
C -1.590 0.916 -0.481 -0.343
C -0.632 0.005 0.036 0.333
C -0.715 -0.814 1.238 -0.721
C 1.901 -0.189 -0.684 -0.442
H -1.329 -0.308 1.914 0.269
H -1.138 -1.838 1.068 0.301
H 0.234 -1.171 1.734 0.270
H -2.450 1.177 0.008 0.255
H 2.487 0.014 0.135 0.248
H 2.305 0.290 -1.626 0.266
H 1.897 -1.303 -0.961 0.269
H -1.770 1.153 -1.410 0.256
```

## Properties
Gap between HOMO and LUMO in Ha: 0.3725
Structure (SMILES): C[N+]1=C2C[C@]21C
M in g/mol: 82.13
Total energy in eV: -6792.67382
Total charge: +1
Energy above the lowest of the compared OMol25 structures with the same formula, charge and spin in eV: 5.415



The following is a quantum chemistry calculation of one molecule with the formula C4H8O2, from OMol25.

```
14
Properties=species:S:1:pos:R:3:nbo_charge:R:1
O 0.184 0.718 -1.532 -0.704
O 1.438 -1.248 -1.407 -0.706
C -1.715 0.582 0.671 -0.413
C 1.053 -0.061 -0.765 0.373
C 0.550 -0.386 0.676 -0.499
C -0.466 0.618 1.123 -0.157
H 0.792 -1.937 -1.193 0.459
H 1.420 -0.431 1.341 0.229
H -2.067 -0.264 0.075 0.177
H -0.723 0.381 -1.481 0.466
H -0.118 1.469 1.704 0.206
H 1.952 0.553 -0.709 0.157
H -2.409 1.400 0.813 0.209
H 0.111 -1.395 0.685 0.202
```

## Properties
Gap between HOMO and LUMO in Ha: 0.3980
Structure (SMILES): C=CCC(O)O
M in g/mol: 88.11
Total energy in eV: -8371.60263
Energy above the lowest of the compared OMol25 structures with the same formula, charge and spin in eV: 1.679